(1)
127
Properties=species:S:1:pos:R:3:mulliken_charge:R:1 method="wB97M-V/def2-TZVPD" orbital_gap_ha=0.2532 charge=-1
C 3.487 -4.663 3.046 -0.751
C 4.176 -4.614 1.669 -0.529
O 4.005 -3.399 0.994 -0.417
P 2.530 -3.221 0.037 -0.517
O 1.733 -2.472 1.437 -0.358
C 1.795 -1.072 1.506 0.155
C 0.546 -0.376 0.897 -0.903
C -0.618 -1.325 0.607 0.169
C -1.448 -1.609 1.865 -0.776
C -2.337 -2.869 1.824 -0.195
O -2.125 -3.665 0.652 -0.359
C -1.254 -4.688 0.771 0.957
C -0.997 -5.354 -0.543 -1.014
O -0.797 -5.022 1.818 -0.608
C 3.104 -0.794 0.757 -0.185
P 3.583 0.889 0.254 0.932
O 3.390 0.848 -1.335 -0.314
O 5.198 0.795 0.455 -0.484
S 2.881 2.485 1.072 -0.445
O 3.141 -1.596 -0.374 -0.318
H 2.726 -5.446 3.107 0.224
H 4.212 -4.822 3.853 0.324
H 2.993 -3.702 3.215 0.123
H 3.811 -5.448 1.045 0.355
H 5.260 -4.763 1.787 0.425
H 2.029 -4.480 0.469 -0.142
H 3.221 -3.753 -1.098 0.021
H 1.371 -2.970 -0.773 0.055
H 1.925 -0.762 2.553 0.358
H 0.207 0.400 1.595 0.355
H 0.825 0.148 -0.027 0.238
H -1.263 -0.853 -0.147 0.479
H -0.244 -2.243 0.159 -0.506
H -2.111 -0.744 2.009 0.364
H -0.795 -1.648 2.745 0.349
H -3.396 -2.598 1.800 -0.054
H -2.169 -3.502 2.698 0.390
H -1.605 -4.936 -1.343 0.224
H 0.070 -5.256 -0.768 0.184
H -1.220 -6.418 -0.422 0.398
H 3.909 -1.100 1.455 0.222
H 3.632 -0.048 -1.650 0.324
H 5.453 -0.106 0.712 0.357
C 2.760 4.593 -5.796 0.047
O 1.623 4.399 -6.203 -0.620
N 3.324 3.968 -4.756 0.247
C 4.669 4.269 -4.295 -1.066
C 2.559 2.966 -4.029 -0.663
H 3.434 5.328 -6.269 0.287
H 5.299 3.381 -4.311 0.437
H 4.629 4.659 -3.277 0.410
H 5.107 5.036 -4.934 0.305
H 2.244 2.160 -4.692 0.337
H 1.660 3.409 -3.603 -0.022
H 3.174 2.555 -3.233 0.306
C 5.928 6.579 -0.527 0.048
O 5.153 6.547 -1.464 -0.528
N 6.414 5.500 0.114 0.274
C 7.342 5.627 1.212 -0.916
C 5.991 4.163 -0.293 -0.648
H 6.311 7.529 -0.114 0.203
H 8.287 5.123 0.990 0.263
H 6.931 5.193 2.126 0.317
H 7.548 6.682 1.392 0.325
H 6.257 3.975 -1.335 0.005
H 4.913 4.046 -0.182 0.110
H 6.485 3.435 0.347 0.451
C -4.740 -5.414 -2.608 0.074
O -3.598 -5.008 -2.520 -0.548
N -5.694 -5.114 -1.702 0.213
C -7.051 -5.583 -1.815 -0.936
C -5.302 -4.277 -0.572 -0.760
H -5.094 -6.054 -3.435 0.243
H -7.755 -4.749 -1.883 0.309
H -7.332 -6.196 -0.955 0.319
H -7.149 -6.188 -2.717 0.306
H -4.909 -3.326 -0.929 0.276
H -4.514 -4.756 0.007 0.118
H -6.159 -4.107 0.074 0.359
C 8.307 2.519 -3.255 0.056
O 7.209 2.278 -3.719 -0.595
N 8.808 1.917 -2.159 0.223
C 10.114 2.236 -1.633 -0.947
C 7.988 0.918 -1.489 -0.844
H 8.990 3.267 -3.694 0.286
H 10.763 1.358 -1.627 0.341
H 10.046 2.618 -0.612 0.326
H 10.575 3.001 -2.257 0.298
H 7.759 0.093 -2.165 0.323
H 7.045 1.344 -1.151 0.133
H 8.538 0.537 -0.630 0.384
C -5.364 -2.981 3.449 0.278
O -5.338 -3.412 2.311 -0.626
N -6.497 -2.746 4.142 0.195
C -6.491 -2.219 5.490 -0.828
C -7.766 -3.012 3.494 -1.133
H -4.447 -2.733 4.008 0.142
H -6.967 -2.915 6.183 0.312
H -7.026 -1.269 5.538 0.291
H -5.460 -2.067 5.806 0.316
H -7.851 -4.062 3.209 0.314
H -7.860 -2.415 2.584 0.239
H -8.569 -2.741 4.175 0.498
C -2.132 5.744 -1.665 0.109
O -2.806 5.114 -0.871 -0.596
N -0.840 5.503 -1.947 0.193
C -0.100 6.301 -2.904 -0.819
C -0.155 4.405 -1.282 -0.974
H -2.539 6.597 -2.237 0.248
H 0.262 5.692 -3.734 0.310
H 0.758 6.782 -2.428 0.294
H -0.753 7.074 -3.305 0.297
H -0.626 3.449 -1.514 0.326
H -0.180 4.533 -0.200 0.317
H 0.881 4.388 -1.608 0.302
C -9.455 0.196 3.467 0.131
O -9.422 -0.404 4.527 -0.599
N -10.459 0.100 2.574 0.135
C -10.448 0.825 1.322 -0.917
C -11.580 -0.767 2.891 -0.922
H -8.645 0.869 3.141 0.285
H -11.303 1.501 1.251 0.340
H -10.475 0.141 0.472 0.338
H -9.535 1.415 1.258 0.293
H -12.070 -0.447 3.811 0.299
H -11.247 -1.795 3.031 0.253
H -12.293 -0.729 2.069 0.388

(2)
105
Properties=species:S:1:pos:R:3:mulliken_charge:R:1 method="wB97M-V/def2-TZVPD" orbital_gap_ha=0.2898 smiles="CN(C)C(=O)C[C@H]1CCOC1=O.c1cc[nH]c1.c1cc[nH]c1.c1cc[nH]c1.c1cc[nH]c1.c1cc[nH]c1.c1cc[nH]c1.c1cc[nH]c1.c1cc[nH]c1" de_lowest_kj_mol=0.0 charge=0
C 4.137 -1.156 -1.096 -1.097
N 3.494 -0.337 -2.131 0.123
C 3.354 -1.054 -3.412 -1.070
C 2.374 0.354 -1.671 0.446
O 2.414 0.803 -0.555 -0.480
C 1.094 0.654 -2.470 -1.048
C -0.164 -0.092 -1.933 0.598
C -0.726 -1.322 -2.681 -0.713
C 0.152 -2.441 -2.011 -0.206
O 0.291 -2.001 -0.650 -0.428
C -0.131 -0.686 -0.507 0.118
O -0.412 -0.204 0.494 -0.573
H 3.496 -1.982 -0.728 0.315
H 5.055 -1.607 -1.519 0.485
H 4.457 -0.565 -0.227 0.250
H 3.748 -2.081 -3.276 0.394
H 4.043 -0.586 -4.143 0.253
H 2.334 -1.171 -3.799 0.399
H 1.181 0.469 -3.558 0.351
H 0.904 1.737 -2.381 0.339
H -0.969 0.663 -2.002 0.498
H -1.698 -1.491 -2.170 0.281
H -0.728 -1.351 -3.779 0.320
H -0.217 -3.472 -2.098 0.417
H 1.128 -2.328 -2.531 -0.050
N 3.958 4.430 0.606 0.181
C 3.762 5.317 1.633 -1.021
C 2.779 4.812 2.444 -0.582
C 2.369 3.571 1.888 -0.195
C 3.117 3.362 0.757 -1.054
H 4.619 4.545 -0.142 0.193
H 4.338 6.226 1.696 0.651
H 2.396 5.280 3.337 0.543
H 1.613 2.906 2.274 0.621
H 3.121 2.545 0.049 0.737
N 3.354 -0.745 4.317 0.069
C 2.593 -1.848 4.599 -0.378
C 1.535 -1.864 3.728 -1.038
C 1.664 -0.730 2.883 0.302
C 2.796 -0.061 3.269 -0.897
H 4.192 -0.479 4.803 0.196
H 2.870 -2.522 5.394 0.399
H 0.755 -2.608 3.699 0.415
H 1.003 -0.436 2.082 0.537
H 3.252 0.840 2.891 0.409
N 7.030 3.773 2.355 0.045
C 8.310 3.283 2.342 -0.630
C 8.236 1.915 2.364 -0.755
C 6.859 1.567 2.385 -0.369
C 6.142 2.734 2.376 -0.329
H 6.780 4.746 2.349 0.220
H 9.157 3.948 2.320 0.415
H 9.076 1.239 2.363 0.498
H 6.442 0.572 2.404 0.476
H 5.079 2.915 2.383 0.411
N -4.531 -1.870 -4.183 0.082
C -4.793 -1.368 -2.937 -0.950
C -5.693 -2.201 -2.328 -0.017
C -5.982 -3.250 -3.242 0.011
C -5.248 -3.019 -4.375 -0.986
H -3.907 -1.458 -4.854 0.205
H -4.318 -0.464 -2.593 0.451
H -6.098 -2.073 -1.337 0.441
H -6.652 -4.081 -3.086 0.388
H -5.175 -3.570 -5.298 0.385
N 1.582 9.083 0.500 0.007
C 1.737 8.114 1.455 -0.158
C 1.012 8.488 2.556 -0.253
C 0.391 9.729 2.251 -0.651
C 0.759 10.068 0.977 -0.449
H 2.006 9.072 -0.410 0.187
H 2.349 7.246 1.270 0.155
H 0.934 7.934 3.477 0.405
H -0.254 10.306 2.895 0.393
H 0.509 10.922 0.369 0.378
N -8.327 -4.590 -0.768 0.091
C -9.552 -4.766 -0.185 -0.683
C -9.538 -5.968 0.472 0.091
C -8.251 -6.538 0.282 -0.914
C -7.527 -5.663 -0.484 -0.252
H -8.056 -3.795 -1.320 0.144
H -10.326 -4.023 -0.290 0.317
H -10.358 -6.392 1.028 0.434
H -7.898 -7.481 0.665 0.392
H -6.515 -5.712 -0.852 0.372
N 10.604 1.257 -2.792 0.026
C 10.413 2.143 -1.765 -0.808
C 9.430 1.642 -0.952 0.322
C 9.014 0.403 -1.507 -0.635
C 9.758 0.192 -2.639 -0.560
H 11.263 1.370 -3.541 0.179
H 10.991 3.050 -1.703 0.364
H 9.051 2.110 -0.059 0.284
H 8.256 -0.258 -1.119 0.445
H 9.758 -0.621 -3.347 0.374
N -12.928 -5.909 2.062 -0.004
C -13.711 -7.005 2.308 -0.499
C -14.735 -7.004 1.399 -0.394
C -14.563 -5.866 0.568 -0.416
C -13.439 -5.213 1.000 -0.443
H -12.106 -5.654 2.580 0.252
H -13.471 -7.687 3.107 0.370
H -15.522 -7.739 1.336 0.388
H -15.191 -5.563 -0.253 0.396
H -12.960 -4.315 0.646 0.352

(3)
9
Properties=species:S:1:pos:R:3:mulliken_charge:R:1 method="wB97M-V/def2-TZVPD" orbital_gap_ha=0.3961 de_lowest_kj_mol=165.8 charge=0
C -0.380 -0.201 -0.909 -0.883
C 0.369 -0.144 0.417 0.361
O -0.488 0.114 1.490 -0.493
F 1.327 -1.034 0.661 -0.256
H -1.474 -0.498 -0.792 0.270
H -0.339 0.807 -1.320 0.272
H 0.100 -0.958 -1.567 0.266
H 1.175 1.108 -0.024 0.146
H -0.291 0.807 2.043 0.316

(4)
28
Properties=species:S:1:pos:R:3:mulliken_charge:R:1 method="wB97M-V/def2-TZVPD" orbital_gap_ha=0.2717 de_lowest_kj_mol=0.0 charge=-1
Zn -1.340 0.839 -0.191 0.874
S 0.026 -0.036 1.494 -0.567
C 1.218 1.228 1.288 0.569
C 2.492 0.957 1.886 -0.226
N 3.501 0.692 2.376 -0.550
C 1.044 2.398 0.606 0.570
S -0.394 2.919 -0.233 -0.361
C 2.142 3.320 0.541 -0.056
N 3.007 4.077 0.477 -0.530
C -3.158 -1.492 1.817 -0.472
S -3.987 -0.085 -0.226 0.580
O -2.712 -0.516 -0.938 -0.692
O -4.218 -1.270 0.884 -0.318
O -3.546 1.108 0.550 -0.588
H -3.531 -2.214 2.540 0.301
H -2.884 -0.569 2.329 0.278
H -2.279 -1.902 1.317 0.094
C 2.701 0.082 -1.654 -0.828
N 1.838 -1.085 -1.609 -0.161
C 0.488 -0.976 -1.656 0.619
N -0.224 -2.129 -1.408 -0.499
O -0.076 0.079 -1.955 -0.702
H 3.419 -0.001 -2.470 0.311
H 3.237 0.209 -0.713 0.262
H 2.075 0.955 -1.821 0.302
H 2.222 -1.947 -1.264 0.190
H 0.150 -2.719 -0.680 0.270
H -1.211 -1.924 -1.287 0.329

(5)
91
Properties=species:S:1:pos:R:3:mulliken_charge:R:1 method="wB97M-V/def2-TZVPD" orbital_gap_ha=0.3211 smiles="CCCCCCCCCCCCCCC[C@@H]1OS(=O)(=O)[C@@H](B(N)O)[C@H](CCCCl)[C@]1(C[C@H](C)Br)N=C=S.ClCCl" charge=0
C 1.493 0.462 3.934 -0.359
C 1.801 2.089 3.875 -0.262
C 0.511 2.850 4.558 -0.830
C -0.871 2.515 3.702 0.641
C -2.034 1.801 4.657 -0.871
C -3.237 1.293 3.631 -0.185
C -3.892 -0.143 4.185 -0.685
C -3.513 -1.351 3.094 -0.702
C -1.901 -1.665 3.214 0.134
C -1.219 -2.122 1.760 0.238
C -0.258 -3.408 2.098 -0.947
C 0.644 -3.943 0.835 -0.177
C -0.217 -4.196 -0.548 0.455
C 0.636 -3.519 -1.775 -0.724
C -0.114 -2.103 -2.221 -0.505
C 0.896 -0.835 -2.065 -0.171
O 1.449 -0.934 -0.672 -0.111
S 2.839 0.029 -0.494 1.466
O 2.917 0.422 1.033 -0.634
O 4.071 -0.826 -0.876 -0.707
C 2.645 1.629 -1.435 -0.846
B 4.050 1.809 -2.335 0.677
N 4.436 0.807 -3.450 -0.738
O 4.927 2.951 -1.978 -0.608
C 1.355 1.641 -2.502 0.002
C 1.072 3.203 -2.828 -0.088
C 1.422 3.635 -4.406 -0.739
C 0.352 4.835 -4.862 -0.279
Cl 1.232 6.494 -5.081 -0.229
C 0.132 0.667 -2.088 0.432
C -1.098 0.485 -3.130 -1.035
C -1.823 1.822 -3.716 0.067
C -2.694 2.689 -2.613 -0.696
Br -3.222 1.136 -5.038 -0.135
N -0.425 0.756 -0.701 0.018
C -0.473 1.990 -0.152 0.094
S -0.263 3.619 0.401 -0.091
H 0.747 0.187 4.806 0.191
H 2.537 -0.094 4.021 0.349
H 1.051 0.175 2.873 -0.217
H 2.762 2.348 4.520 0.311
H 2.033 2.467 2.783 0.052
H 0.675 4.010 4.494 0.259
H 0.315 2.467 5.670 0.324
H -0.666 1.805 2.775 -0.706
H -1.340 3.523 3.287 0.452
H -1.527 0.893 5.203 0.289
H -2.450 2.578 5.440 0.345
H -4.100 2.107 3.685 0.452
H -2.866 1.193 2.507 -0.114
H -5.064 -0.006 4.229 0.303
H -3.455 -0.415 5.252 0.297
H -4.088 -2.358 3.336 0.303
H -3.746 -1.049 1.984 0.299
H -1.301 -0.745 3.635 -0.368
H -1.763 -2.537 4.009 0.347
H -2.131 -2.432 1.055 0.291
H -0.612 -1.248 1.255 -0.324
H -0.844 -4.322 2.565 0.275
H 0.515 -3.041 2.926 0.235
H 1.095 -4.984 1.144 0.258
H 1.540 -3.207 0.673 -0.016
H -1.325 -3.797 -0.480 0.351
H -0.250 -5.368 -0.736 -0.681
H 0.604 -4.263 -2.709 0.366
H 1.778 -3.381 -1.525 0.336
H -1.172 -1.962 -1.718 0.251
H -0.336 -2.228 -3.387 0.350
H 1.793 -0.887 -2.813 -0.230
H 2.592 2.511 -0.667 0.237
H 3.689 0.050 -3.485 0.288
H 5.274 0.293 -3.058 0.311
H 5.402 2.628 -1.132 0.348
H 1.824 1.180 -3.501 0.515
H 1.809 3.879 -2.175 0.456
H -0.018 3.569 -2.508 -0.376
H 2.539 3.955 -4.553 0.480
H 1.174 2.716 -5.127 0.196
H -0.474 5.039 -4.051 0.152
H -0.209 4.494 -5.842 0.347
H -1.967 -0.089 -2.543 0.314
H -0.730 -0.133 -4.083 0.273
H -1.134 2.520 -4.378 0.260
H -3.792 2.873 -3.037 0.431
H -2.862 2.088 -1.595 0.118
H -2.255 3.752 -2.385 0.160
C -0.172 -8.814 -0.558 -0.293
Cl -1.146 -7.669 -1.489 -0.153
Cl 0.703 -7.994 0.741 -0.125
H -0.831 -9.569 -0.122 0.289
H 0.548 -9.293 -1.226 0.275

(6)
63
Properties=species:S:1:pos:R:3:mulliken_charge:R:1 method="wB97M-V/def2-TZVPD" orbital_gap_ha=0.3409 smiles="CNC[C@H](OCCOC)PP(=O)(O)O.ClCCCl.ClCCCl.ClCCCl.ClCCCl" charge=0
C 1.914 -4.749 1.171 -0.803
N 1.859 -5.188 -0.218 -0.333
C 1.911 -4.102 -1.175 -0.986
C 0.614 -3.243 -1.272 0.468
O -0.411 -3.811 -2.049 -0.445
C -1.419 -4.421 -1.248 -0.316
C -2.284 -3.417 -0.464 -0.257
O -3.471 -3.060 -1.157 -0.426
C -4.132 -2.035 -0.396 -0.519
P 0.969 -1.565 -2.081 -0.374
P 1.869 -0.379 -0.495 1.139
O 0.832 0.158 0.459 -0.655
O 2.976 -1.277 0.337 -0.548
O 2.686 0.901 -1.162 -0.390
H 2.922 -4.435 1.473 0.242
H 1.203 -3.945 1.438 0.250
H 1.649 -5.615 1.799 0.337
H 1.104 -5.828 -0.395 0.336
H 2.055 -4.545 -2.177 0.340
H 2.766 -3.430 -1.019 0.451
H 0.307 -3.005 -0.237 0.269
H -0.948 -5.169 -0.590 0.164
H -2.054 -4.995 -1.941 0.336
H -2.550 -3.887 0.501 0.288
H -1.695 -2.500 -0.274 0.262
H -3.606 -1.792 0.540 0.309
H -4.225 -1.115 -0.974 0.104
H -5.112 -2.442 -0.104 0.310
H -0.281 -0.927 -2.341 -0.064
H 2.841 -1.151 1.280 0.296
H 2.221 1.102 -1.986 0.126
Cl -6.390 0.253 -0.518 -0.162
C -6.381 1.435 0.816 -0.451
C -5.760 0.868 2.071 -0.395
Cl -6.763 -0.411 2.798 -0.184
H -7.405 1.758 0.987 0.356
H -5.803 2.293 0.475 0.274
H -5.657 1.655 2.817 0.347
H -4.774 0.452 1.874 0.234
Cl 4.816 3.623 3.860 -0.191
C 5.057 2.175 2.847 -0.450
C 3.758 1.474 2.533 0.191
Cl 3.036 0.716 3.975 -0.196
H 5.749 1.514 3.365 0.389
H 5.529 2.510 1.924 0.296
H 3.937 0.678 1.813 -0.008
H 3.028 2.157 2.110 -0.031
Cl 2.524 4.475 0.891 -0.111
C 3.383 6.033 0.816 -0.507
C 2.947 6.976 1.912 -0.385
Cl 1.272 7.538 1.687 -0.190
H 3.217 6.462 -0.170 0.377
H 4.445 5.815 0.922 0.249
H 3.582 7.861 1.910 0.333
H 3.016 6.505 2.891 0.248
Cl 0.743 1.668 -3.541 -0.215
C -0.904 1.452 -4.193 -0.429
C -1.902 2.361 -3.518 -0.434
Cl -2.172 1.902 -1.820 -0.146
H -1.177 0.405 -4.078 0.282
H -0.853 1.677 -5.257 0.368
H -2.862 2.291 -4.027 0.298
H -1.575 3.399 -3.541 0.332

(7)
14
Properties=species:S:1:pos:R:3:mulliken_charge:R:1 method="wB97M-V/def2-TZVPD" orbital_gap_ha=0.4097 smiles=N#CCC1(O)CC1 de_lowest_kj_mol=221.4 charge=0
O -0.302 1.694 -0.913 -0.572
C -0.131 0.430 -0.329 0.736
C 1.154 -0.275 -0.839 -0.712
C 1.631 -1.038 0.307 0.424
N 1.521 -1.390 1.404 -0.547
C -1.356 -0.403 -0.142 -0.670
C -0.617 0.118 1.080 -0.749
H -0.050 2.376 -0.278 0.358
H 0.959 -0.933 -1.693 0.284
H 1.890 0.471 -1.150 0.339
H -2.313 0.043 -0.412 0.298
H -1.272 -1.456 -0.399 0.225
H -0.022 -0.593 1.776 0.295
H -1.091 0.954 1.588 0.288

(8)
8
Properties=species:S:1:pos:R:3:mulliken_charge:R:1 method="wB97M-V/def2-TZVPD" orbital_gap_ha=0.4079 smiles=C#C.C#C de_lowest_kj_mol=331.6 charge=0
C -1.931 0.576 -0.034 -0.464
C -2.073 -0.655 -0.077 -0.149
C 1.321 -0.222 -0.047 -0.259
C 2.560 -0.048 -0.069 -0.074
H -1.951 1.685 -0.119 0.364
H -1.728 -1.787 0.011 0.308
H 0.191 0.106 0.389 -0.034
H 3.610 0.346 -0.054 0.309

no.,E (Ha),E_LUMO (eV)
1,-3742.09187,1.65
2,-2274.42078,0.24
3,-254.22783,0.83
4,-3766.22086,2.77
5,-6245.21275,-1.15
6,-5348.45314,0.47
7,-324.64014,0.73
8,-154.59419,0.88